{
  "formula": "B4BeH16",
  "method": "ωB97M-V with the def2-TZVPD basis set",
  "max_force_ev_per_a": 5.5,
  "energy_ha": -123.30504,
  "total_charge": -2,
  "relative_energy_kj_mol": 521.2,
  "homo_energy_ev": -1.87,
  "gap_ev": 7.44,
  "mol_weight_g_mol": 68.39,
  "elements": ["Be", "B", "H", "H", "H", "H", "B", "H", "H", "H", "H", "B", "H", "H", "H", "H", "B", "H", "H", "H", "H"],
  "positions_angstrom": [[0.099, 0.147, 0.617], [0.803, -1.070, 2.700], [1.408, -0.252, 2.339], [0.821, -1.829, 1.934], [1.079, -1.491, 3.655], [-0.195, -0.699, 2.872], [0.197, -0.976, -1.947], [0.702, -1.204, -1.021], [-0.303, -0.029, -1.817], [0.914, -0.906, -2.750], [-0.527, -1.744, -2.172], [-2.391, 0.077, -0.079], [-3.376, -0.353, 0.020], [-2.115, 0.561, 0.845], [-1.682, -0.722, -0.232], [-2.333, 0.790, -0.887], [1.389, 1.928, -0.814], [1.947, 2.627, -1.418], [0.363, 2.149, -1.066], [1.647, 0.900, -1.018], [1.554, 2.094, 0.240]],
  "forces_ev_per_a": [[-0.446, -0.950, -1.921], [-0.623, 0.203, -1.242], [2.951, 3.738, -1.372], [-0.144, -3.122, -2.951], [1.573, -1.249, 3.519], [-4.349, 1.473, 0.380], [-0.754, 0.392, -0.619], [2.403, -1.159, 4.753], [-1.868, 3.360, 0.105], [3.248, 0.381, -2.920], [-2.947, -3.161, -0.604], [0.637, 0.484, -0.309], [-3.693, -1.784, 0.824], [1.222, 2.622, 4.459], [2.998, -3.416, -0.762], [0.242, 2.566, -2.970], [-0.718, -0.867, 0.698], [2.587, 2.615, -2.042], [-4.213, 0.583, -0.857], [1.092, -3.789, -1.008], [0.803, 1.079, 4.839]]
}

=====

{
  "formula": "B4F18NO4PtS2",
  "method": "ωB97M-V with the def2-TZVPD basis set",
  "max_force_ev_per_a": 5.5,
  "energy_ha": -3169.13629,
  "total_charge": -3,
  "spin_multiplicity": 3,
  "relative_energy_kj_mol": 13.0,
  "homo_energy_ev": [-3.15, -3.15],
  "gap_ev": [5.50, 3.80],
  "mol_weight_g_mol": 722.43,
  "elements": ["Pt", "N", "S", "O", "O", "F", "S", "O", "O", "F", "B", "F", "F", "F", "F", "B", "F", "F", "F", "F", "B", "F", "F", "F", "F", "B", "F", "F", "F", "F"],
  "positions_angstrom": [[-0.217, 0.039, 1.101], [-0.939, -1.579, -4.418], [0.509, -1.660, -5.023], [0.707, -2.610, -6.105], [1.668, -1.389, -4.156], [0.489, -0.234, -5.842], [-0.697, -2.708, -3.199], [-0.381, -2.153, -1.932], [-0.092, -3.952, -3.585], [-2.233, -3.034, -2.979], [3.060, 0.090, 0.590], [2.468, -0.103, 1.801], [4.300, 0.624, 0.727], [3.120, -1.108, -0.071], [2.269, 0.947, -0.165], [-2.988, 1.112, -0.386], [-1.766, 1.396, -0.939], [-3.974, 1.125, -1.332], [-2.960, -0.133, 0.155], [-3.144, 2.058, 0.582], [-1.123, -1.491, 4.214], [-1.716, -0.208, 4.166], [-1.102, -2.062, 2.950], [0.136, -1.306, 4.739], [-1.890, -2.334, 4.997], [1.315, 4.158, 2.802], [0.653, 3.005, 2.519], [0.616, 4.814, 3.800], [2.583, 3.843, 3.305], [1.329, 4.853, 1.682]],
  "forces_ev_per_a": [[0.488, 0.289, 0.031], [1.205, -2.233, 1.934], [4.096, 2.533, -2.722], [-0.438, 0.565, 1.026], [-2.239, -1.136, -0.822], [-0.612, -0.698, 0.227], [-2.258, 0.288, 0.613], [0.704, 0.419, 0.346], [-0.251, 0.564, -0.077], [-0.209, -0.308, -0.499], [1.186, -0.024, -1.838], [-2.542, -0.293, 2.258], [1.201, 0.513, 0.404], [-0.018, -1.319, -0.440], [-1.872, 0.807, -0.312], [-0.830, 1.335, -0.585], [2.622, -0.370, -0.758], [-0.913, 0.303, -0.823], [1.201, -2.533, 1.681], [-0.789, 0.909, 1.384], [-0.555, 1.115, 1.585], [-0.171, 0.051, -0.701], [0.701, 0.393, -2.367], [0.811, -0.398, -0.054], [-0.374, -0.502, 0.617], [0.471, -0.765, 1.938], [-1.428, -3.076, -0.419], [-0.661, 1.018, 1.081], [0.818, 0.120, 0.022], [0.655, 2.432, -2.728]]
}

=====

{
  "formula": "B4H16Mg",
  "method": "ωB97M-V with the def2-TZVPD basis set",
  "max_force_ev_per_a": 2.6,
  "energy_ha": -308.96253,
  "total_charge": -2,
  "relative_energy_kj_mol": 0.0,
  "homo_energy_ev": -2.00,
  "gap_ev": 7.83,
  "mol_weight_g_mol": 83.68,
  "elements": ["Mg", "B", "H", "H", "H", "H", "B", "H", "H", "H", "H", "B", "H", "H", "H", "H", "B", "H", "H", "H", "H"],
  "positions_angstrom": [[0.067, 0.172, 0.058], [-1.654, -0.723, -1.319], [-2.420, -1.320, -0.578], [-1.516, 0.371, -0.889], [-0.587, -1.235, -1.346], [-2.066, -0.705, -2.475], [1.701, 0.729, -1.197], [2.117, 0.921, -0.099], [2.576, 1.069, -1.977], [1.561, -0.448, -1.233], [0.682, 1.248, -1.451], [-0.656, 1.629, 1.376], [0.324, 1.074, 1.705], [-0.457, 2.027, 0.283], [-1.528, 0.823, 1.367], [-0.998, 2.523, 2.130], [0.580, -1.612, 1.168], [0.746, -2.251, 0.146], [-0.501, -1.160, 1.117], [0.655, -2.391, 2.104], [1.376, -0.743, 1.112]],
  "forces_ev_per_a": [[-0.127, -0.519, -1.011], [-0.896, -0.647, -0.661], [-0.014, -0.098, -0.021], [-0.589, 0.874, -0.234], [0.403, -0.542, -0.097], [-0.094, 0.246, -0.032], [2.272, 0.096, -1.225], [-0.043, 0.578, 0.640], [-0.103, 0.024, -0.148], [-0.005, -0.619, -0.383], [-0.657, 0.725, -0.283], [-1.147, 1.640, 1.538], [0.831, 0.054, 0.909], [-0.186, 0.723, -0.615], [-0.479, -0.332, -0.075], [0.269, 0.120, 0.013], [0.592, -2.339, 0.149], [0.001, -0.158, 0.033], [-1.012, -0.312, 0.496], [0.147, 0.312, 0.298], [0.836, 0.174, 0.709]]
}

=====

{
  "formula": "B5BaF20",
  "method": "ωB97M-V with the def2-TZVPD basis set",
  "max_force_ev_per_a": 4.5,
  "energy_ha": -2148.30794,
  "total_charge": -2,
  "spin_multiplicity": 2,
  "homo_energy_ev": [-6.46, -6.41],
  "gap_ev": [11.32, 2.73],
  "mol_weight_g_mol": 571.35,
  "elements": ["Ba", "B", "F", "F", "F", "F", "B", "F", "F", "F", "F", "B", "F", "F", "F", "F", "B", "F", "F", "F", "F", "B", "F", "F", "F", "F"],
  "positions_angstrom": [[8.135, 7.411, 5.441], [7.608, 9.595, 7.771], [6.756, 9.302, 8.765], [8.640, 8.793, 7.769], [6.978, 9.426, 6.504], [7.932, 10.908, 7.999], [10.448, 5.267, 5.156], [9.340, 5.282, 4.358], [11.156, 6.364, 4.868], [10.077, 5.299, 6.475], [11.286, 4.152, 4.929], [6.596, 5.231, 7.170], [6.766, 4.577, 5.958], [5.991, 4.501, 8.096], [7.749, 5.692, 7.648], [5.860, 6.331, 6.915], [9.873, 9.756, 4.048], [9.998, 9.450, 5.435], [9.240, 8.708, 3.456], [9.143, 10.848, 3.865], [11.062, 9.835, 3.431], [6.092, 7.102, 2.868], [7.076, 7.689, 2.128], [6.709, 6.104, 3.433], [5.745, 8.094, 3.753], [4.956, 6.597, 2.138]],
  "forces_ev_per_a": [[0.580, 0.319, 0.305], [-1.885, 2.669, 0.184], [-2.061, -1.361, 1.648], [3.541, -2.755, -0.013], [-0.748, 0.192, -0.842], [0.831, 1.459, -0.613], [2.167, -1.986, 0.083], [-1.857, -0.530, -1.125], [1.176, 2.491, -0.436], [-0.798, 0.079, 1.400], [-0.501, -0.351, -0.093], [-0.880, -1.159, 0.032], [0.378, -0.533, -0.913], [-1.250, -2.048, 1.496], [3.332, 0.911, 0.691], [-1.830, 2.653, -1.201], [1.078, -0.031, 0.893], [-0.053, -0.186, 0.194], [-1.918, -2.677, -0.897], [-1.482, 2.479, -0.018], [2.472, 0.554, -0.507], [-3.462, 0.792, -2.177], [1.086, 0.967, -1.973], [1.643, -3.498, 2.311], [-0.670, 0.639, 1.078], [1.109, 0.911, 0.494]]
}

=====

{
  "formula": "B5BaF20",
  "method": "ωB97M-V with the def2-TZVPD basis set",
  "max_force_ev_per_a": 2.9,
  "energy_ha": -2148.50614,
  "total_charge": -3,
  "relative_energy_kj_mol": 0.0,
  "homo_energy_ev": -3.86,
  "gap_ev": 10.80,
  "mol_weight_g_mol": 571.35,
  "elements": ["Ba", "B", "F", "F", "F", "F", "B", "F", "F", "F", "F", "B", "F", "F", "F", "F", "B", "F", "F", "F", "F", "B", "F", "F", "F", "F"],
  "positions_angstrom": [[-0.138, -0.043, -0.096], [2.336, 1.696, 2.102], [1.646, 1.561, 0.918], [2.305, 0.565, 2.934], [3.675, 2.026, 1.837], [1.723, 2.803, 2.829], [-2.116, -2.218, -2.030], [-3.422, -2.719, -2.012], [-1.323, -2.696, -0.937], [-1.516, -2.493, -3.303], [-2.149, -0.796, -1.705], [2.825, -2.143, -1.053], [2.375, -2.683, 0.198], [1.913, -1.172, -1.416], [4.199, -1.754, -1.019], [2.705, -3.197, -1.975], [-0.735, 2.983, -1.649], [-0.385, 4.319, -1.188], [0.395, 2.084, -1.618], [-1.719, 2.326, -0.826], [-1.232, 3.101, -2.933], [-2.325, -0.301, 2.599], [-1.741, -1.578, 2.591], [-3.328, -0.261, 3.598], [-1.188, 0.617, 2.832], [-2.781, -0.028, 1.322]],
  "forces_ev_per_a": [[-0.595, -0.173, 0.441], [0.600, 1.529, 2.439], [-0.570, -0.613, -0.934], [-0.254, -0.038, -0.590], [0.028, 0.000, -0.152], [0.485, -0.731, -0.505], [0.326, 0.270, 0.233], [0.412, 0.007, 0.002], [-0.144, -0.352, -0.681], [-0.478, 0.450, 1.285], [-0.050, -0.265, -0.971], [0.747, -2.410, 0.610], [0.489, 0.715, -0.112], [-0.283, 1.508, -0.240], [-1.163, 0.275, 0.139], [0.236, -0.084, -0.461], [-0.120, 0.680, 0.590], [-0.326, -1.768, -0.212], [-0.223, 0.594, -0.158], [0.675, 0.557, -0.103], [0.046, -0.054, -0.333], [1.511, 0.022, 0.892], [-0.030, -0.316, -0.008], [0.485, 0.448, -0.581], [-1.328, -0.553, -0.119], [-0.477, 0.300, -0.470]]
}

=====

{
  "formula": "BCsF6NO4S2",
  "method": "ωB97M-V with the def2-TZVPD basis set",
  "max_force_ev_per_a": 12.9,
  "energy_ha": -1796.29473,
  "spin_multiplicity": 2,
  "homo_energy_ev": [-10.66, -10.66],
  "gap_ev": [7.31, 2.95],
  "mol_weight_g_mol": 399.84,
  "elements": ["Cs", "N", "S", "O", "O", "F", "S", "O", "O", "F", "B", "F", "F", "F", "F"],
  "positions_angstrom": [[1.527, 0.892, 0.893], [0.755, -1.139, -1.130], [1.371, -2.258, -1.866], [1.168, -2.302, -3.289], [1.872, -3.463, -1.196], [2.794, -1.454, -1.893], [-0.756, -1.841, -1.142], [-0.860, -3.127, -0.524], [-1.708, -1.472, -2.213], [-1.155, -0.831, 0.116], [-0.989, 3.420, 2.461], [-0.693, 4.420, 1.502], [-0.929, 2.244, 1.868], [-0.109, 3.363, 3.530], [-2.287, 3.547, 2.883]],
  "forces_ev_per_a": [[-0.363, 0.882, 0.702], [-3.955, 0.444, 0.814], [12.191, -2.540, -3.531], [-1.711, -0.919, 0.600], [-2.259, 1.161, -0.767], [-0.318, -0.472, 0.047], [-9.261, 3.200, 2.756], [1.193, 0.657, -1.099], [3.776, -0.803, 2.364], [0.177, -1.142, -1.570], [-0.884, 2.650, 0.826], [0.523, 0.115, 0.280], [1.014, -4.574, -2.766], [0.946, 0.582, 0.611], [-1.069, 0.757, 0.732]]
}

=====

{
  "formula": "BF4H16O8",
  "method": "ωB97M-V with the def2-TZVPD basis set",
  "max_force_ev_per_a": 1.2,
  "energy_ha": -1036.18771,
  "total_charge": -1,
  "relative_energy_kj_mol": 29.4,
  "homo_energy_ev": -7.55,
  "gap_ev": 10.19,
  "mol_weight_g_mol": 230.92,
  "elements": ["B", "F", "F", "F", "F", "O", "H", "H", "O", "H", "H", "O", "H", "H", "O", "H", "H", "O", "H", "H", "O", "H", "H", "O", "H", "H", "O", "H", "H"],
  "positions_angstrom": [[0.211, 0.527, -0.157], [-0.831, 1.489, -0.186], [-0.302, -0.699, -0.683], [1.315, 1.023, -0.827], [0.508, 0.239, 1.181], [3.312, -0.241, 1.043], [3.706, 0.497, 1.515], [2.393, 0.037, 0.888], [0.578, -0.657, -3.378], [-0.107, -1.238, -3.722], [0.245, -0.389, -2.509], [0.864, 2.680, -3.103], [0.629, 2.182, -2.310], [0.404, 2.226, -3.814], [-0.290, -2.853, 1.839], [0.014, -2.929, 0.920], [-0.154, -1.922, 2.051], [0.590, -3.235, -0.886], [0.278, -2.312, -0.918], [1.506, -3.168, -1.176], [-2.528, 0.465, 1.997], [-1.892, 0.770, 1.335], [-1.993, 0.062, 2.695], [-2.804, 2.353, -1.791], [-2.508, 3.265, -1.749], [-2.089, 1.854, -1.354], [-0.551, -0.019, 4.031], [-0.564, 0.675, 4.696], [0.060, -0.682, 4.368]],
  "forces_ev_per_a": [[-0.685, -0.174, 0.983], [0.293, -0.159, -0.103], [0.163, 0.605, -0.606], [-0.179, -0.341, -0.189], [0.358, 0.209, 0.074], [-0.076, -0.002, 0.028], [-0.016, 0.039, -0.029], [0.341, -0.136, 0.156], [-0.098, 0.107, -0.111], [-0.013, -0.023, 0.045], [0.137, -0.197, -0.141], [-0.199, 0.223, -0.096], [0.262, 0.016, -0.019], [0.041, -0.110, 0.034], [0.073, 0.097, 0.097], [0.044, -0.216, 0.234], [-0.078, 0.037, -0.138], [-0.009, 0.159, -0.111], [0.040, -0.197, -0.130], [0.018, -0.037, 0.062], [-0.113, 0.009, 0.075], [-0.143, -0.051, 0.182], [0.043, 0.128, -0.242], [0.071, -0.159, -0.127], [0.064, -0.006, 0.006], [-0.387, 0.280, -0.065], [0.078, -0.100, 0.272], [-0.026, 0.045, -0.060], [-0.002, -0.046, -0.081]]
}

=====

{
  "formula": "BF4H18O9",
  "method": "ωB97M-V with the def2-TZVPD basis set",
  "max_force_ev_per_a": 2.4,
  "energy_ha": -1112.61762,
  "total_charge": -1,
  "relative_energy_kj_mol": 52.2,
  "homo_energy_ev": -7.66,
  "gap_ev": 10.41,
  "mol_weight_g_mol": 248.94,
  "elements": ["B", "F", "F", "F", "F", "O", "H", "H", "O", "H", "H", "O", "H", "H", "O", "H", "H", "O", "H", "H", "O", "H", "H", "O", "H", "H", "O", "H", "H", "O", "H", "H"],
  "positions_angstrom": [[8.666, -14.044, -0.995], [8.294, -12.764, -0.555], [10.006, -14.243, -0.546], [7.767, -14.900, -0.325], [8.547, -14.177, -2.352], [11.976, -11.991, -0.851], [12.514, -11.690, -0.113], [11.564, -12.806, -0.537], [9.370, -13.566, 2.529], [9.139, -14.457, 2.209], [8.997, -12.971, 1.869], [8.546, -16.148, -3.921], [8.562, -15.460, -3.209], [7.614, -16.310, -4.084], [10.474, -17.184, -0.689], [10.004, -16.529, -1.220], [9.956, -17.990, -0.786], [5.837, -15.732, 1.290], [6.496, -15.260, 0.746], [6.085, -15.528, 2.195], [8.992, -16.260, 1.836], [9.246, -16.357, 0.908], [9.232, -17.097, 2.240], [7.555, -11.181, -2.657], [7.878, -11.766, -3.348], [7.804, -11.621, -1.825], [8.302, -9.444, -0.150], [7.909, -10.057, 0.480], [9.018, -9.022, 0.335], [12.147, -15.010, -2.911], [11.208, -14.898, -3.096], [12.208, -14.987, -1.950]],
  "forces_ev_per_a": [[0.021, 0.968, 2.230], [0.088, 0.468, -0.144], [-0.457, -0.542, -0.589], [0.629, -0.655, -0.571], [0.203, 0.390, -0.492], [0.184, -0.039, 0.087], [-0.037, -0.015, 0.012], [-0.248, 0.062, -0.063], [-0.210, 0.063, 0.014], [0.215, 0.124, 0.154], [0.070, -0.065, -0.092], [0.132, 0.097, 0.427], [-0.186, -0.749, -0.978], [-0.003, 0.016, 0.031], [-0.258, -0.059, 0.204], [0.146, 0.005, -0.071], [0.039, 0.015, -0.158], [-0.136, 0.210, -0.058], [-0.281, -0.347, 0.292], [0.109, -0.028, -0.026], [-0.073, -0.215, 0.009], [0.112, 0.061, 0.012], [0.060, 0.061, 0.073], [-0.131, 0.037, -0.019], [0.030, -0.083, 0.093], [0.009, 0.208, -0.374], [-0.078, 0.186, 0.173], [0.044, -0.085, -0.092], [0.038, -0.087, -0.026], [0.041, -0.096, -0.053], [0.026, 0.053, 0.016], [-0.095, 0.040, -0.020]]
}